1.
{"formula": "C20H32N2O7S", "method": "wB97M-V/def2-TZVPD", "symbols": ["C", "C", "C", "C", "C", "C", "C", "H", "H", "S", "O", "O", "N", "H", "C", "H", "C", "H", "H", "H", "C", "O", "N", "C", "H", "H", "C", "H", "O", "C", "H", "C", "O", "C", "C", "O", "C", "C", "O", "C", "C", "H", "H", "H", "H", "H", "H", "H", "H", "H", "H", "H", "H", "H", "H", "H", "H", "H", "H", "H", "H", "H"], "coordinates": [[-6.80134, -1.18414, -0.91016], [-5.40876, -0.95767, -0.40831], [-4.88221, -1.74472, 0.61027], [-3.60022, -1.52066, 1.08215], [-2.84784, -0.50348, 0.52972], [-3.34525, 0.29524, -0.48146], [-4.62749, 0.06274, -0.94540], [-5.03037, 0.67974, -1.73495], [-2.72893, 1.08647, -0.87794], [-1.19809, -0.22650, 1.12952], [-0.94901, -1.12051, 2.23119], [-0.25539, -0.28006, 0.04147], [-1.26187, 1.33711, 1.71563], [-1.48171, 1.31623, 2.70004], [-0.14688, 2.22212, 1.40713], [0.78291, 1.82946, 1.83003], [-0.43365, 3.61615, 1.96404], [0.37418, 4.29477, 1.70202], [-1.36249, 3.98923, 1.54015], [-0.52503, 3.57972, 3.04731], [-0.08141, 2.31554, -0.11851], [-1.10828, 2.39522, -0.77064], [1.13611, 2.41111, -0.69630], [2.39673, 2.28812, 0.00164], [2.41017, 2.94802, 0.87352], [3.17327, 2.62528, -0.68522], [2.71874, 0.86281, 0.48537], [3.64980, 0.50816, 0.02491], [2.87563, 0.89968, 1.89377], [3.41621, -0.26986, 2.46779], [4.24368, -0.65156, 1.85411], [2.40192, -1.41650, 2.69711], [2.70260, -2.59273, 1.97832], [2.01942, -2.81215, 0.75993], [2.96100, -2.68588, -0.45234], [2.32886, -3.05758, -1.65911], [1.51966, -2.05840, -2.24667], [2.34909, -1.00704, -3.02154], [2.30534, 0.29511, -2.48470], [1.07646, 0.95821, -2.70186], [1.16355, 2.38020, -2.14767], [2.08140, 2.85592, -2.49531], [0.29567, 2.94040, -2.50327], [0.25186, 0.43785, -2.20165], [0.86709, 0.99894, -3.78266], [2.02801, -0.97825, -4.07306], [3.40192, -1.30044, -2.99129], [0.90291, -1.55633, -1.49429], [0.86350, -2.59999, -2.93167], [3.36240, -1.66937, -0.52268], [3.79186, -3.38525, -0.32352], [1.63572, -3.83927, 0.78454], [1.16734, -2.13288, 0.66121], [2.43504, -1.71061, 3.75074], [1.38786, -1.06637, 2.47580], [3.82010, 0.06168, 3.42766], [1.90366, 0.19174, 0.19696], [-3.16923, -2.11971, 1.86855], [-5.47815, -2.53892, 1.03539], [-7.47489, -0.44289, -0.47994], [-6.84212, -1.08159, -1.99216], [-7.16105, -2.17164, -0.63370]], "e_above_lowest_kcal_mol": 9.3, "largest_force_ev_per_a": 0.7, "e_homo_ev": -8.95, "smiles": "Cc1ccc(S(=O)(=O)N[C@H](C)C(=O)N2CCOCCOCCOCCOCC2)cc1"}


2.
{"formula": "C20H32N4P2S", "method": "wB97M-V/def2-TZVPD", "symbols": ["C", "C", "C", "C", "C", "P", "C", "C", "C", "C", "C", "N", "C", "N", "S", "N", "C", "C", "P", "C", "C", "C", "H", "H", "H", "H", "H", "H", "H", "H", "H", "H", "H", "H", "H", "H", "H", "H", "H", "H", "H", "H", "H", "H", "H", "H", "H", "H", "H", "N", "C", "C", "C", "C", "H", "H", "H", "H", "H"], "coordinates": [[3.57748, -0.95072, -2.20176], [2.04509, -1.23076, -2.04456], [1.11787, -0.02654, -2.44823], [0.51968, 0.73779, -1.25259], [-0.35116, -0.02714, -0.29412], [-0.64120, -1.83785, -0.52541], [-1.05812, -2.27934, -2.28779], [-1.87505, -3.60429, -2.37598], [-2.06782, -2.48850, 0.45886], [-3.47011, -1.88622, 0.08048], [-0.88718, 0.65043, 0.76409], [-1.68064, 0.04092, 1.76942], [-0.66773, 2.05844, 0.95830], [-1.13557, 2.79123, 1.93013], [-0.62030, 4.32357, 1.69985], [0.22629, 4.04391, 0.35023], [0.17845, 2.77579, -0.00519], [0.79387, 2.08340, -1.11087], [1.88635, 3.06434, -2.26216], [3.59434, 2.28861, -2.33872], [2.22354, 4.75321, -1.58299], [1.17114, 5.83048, -1.96976], [3.75203, -0.37635, -3.11716], [3.93550, -0.44766, -1.29587], [4.10891, -1.91360, -2.26769], [1.84097, -2.13830, -2.62683], [1.90293, -1.40330, -0.96915], [1.72277, 0.63877, -3.08180], [0.28271, -0.33058, -3.09955], [-1.53126, -1.47906, -2.87624], [-0.10790, -2.50554, -2.79036], [-2.95365, -3.43735, -2.27150], [-1.55967, -4.30348, -1.58331], [-1.62246, -4.11386, -3.31823], [-1.93796, -2.32653, 1.53564], [-2.15150, -3.57999, 0.34716], [-3.86212, -1.24503, 0.87848], [-3.34516, -1.26846, -0.82246], [-4.19579, -2.67655, -0.16630], [-2.03563, 0.74050, 2.41227], [-1.11744, -0.65191, 2.25093], [3.61454, 1.72686, -3.27916], [3.77061, 1.65154, -1.46874], [4.31236, 3.11251, -2.44275], [3.18680, 5.07183, -2.01921], [2.40089, 4.73774, -0.49666], [1.58482, 6.41654, -2.80531], [0.17426, 5.43328, -2.18905], [1.08787, 6.54428, -1.13372], [-1.09419, -2.60641, 4.28825], [-0.24606, -2.39819, 5.34341], [-1.00187, -2.04004, 6.42685], [-2.36128, -2.03627, 6.01292], [-2.38658, -2.39145, 4.69136], [-0.81194, -2.87618, 3.36261], [0.81788, -2.52170, 5.23031], [-0.62363, -1.80739, 7.40865], [-3.22140, -1.80021, 6.61760], [-3.20762, -2.50921, 4.00334]], "largest_force_ev_per_a": 2.3, "e_homo_ev": -7.28}


Copy entry 1 word for word.
{"formula": "C20H32N2O7S", "method": "wB97M-V/def2-TZVPD", "symbols": ["C", "C", "C", "C", "C", "C", "C", "H", "H", "S", "O", "O", "N", "H", "C", "H", "C", "H", "H", "H", "C", "O", "N", "C", "H", "H", "C", "H", "O", "C", "H", "C", "O", "C", "C", "O", "C", "C", "O", "C", "C", "H", "H", "H", "H", "H", "H", "H", "H", "H", "H", "H", "H", "H", "H", "H", "H", "H", "H", "H", "H", "H"], "coordinates": [[-6.80134, -1.18414, -0.91016], [-5.40876, -0.95767, -0.40831], [-4.88221, -1.74472, 0.61027], [-3.60022, -1.52066, 1.08215], [-2.84784, -0.50348, 0.52972], [-3.34525, 0.29524, -0.48146], [-4.62749, 0.06274, -0.94540], [-5.03037, 0.67974, -1.73495], [-2.72893, 1.08647, -0.87794], [-1.19809, -0.22650, 1.12952], [-0.94901, -1.12051, 2.23119], [-0.25539, -0.28006, 0.04147], [-1.26187, 1.33711, 1.71563], [-1.48171, 1.31623, 2.70004], [-0.14688, 2.22212, 1.40713], [0.78291, 1.82946, 1.83003], [-0.43365, 3.61615, 1.96404], [0.37418, 4.29477, 1.70202], [-1.36249, 3.98923, 1.54015], [-0.52503, 3.57972, 3.04731], [-0.08141, 2.31554, -0.11851], [-1.10828, 2.39522, -0.77064], [1.13611, 2.41111, -0.69630], [2.39673, 2.28812, 0.00164], [2.41017, 2.94802, 0.87352], [3.17327, 2.62528, -0.68522], [2.71874, 0.86281, 0.48537], [3.64980, 0.50816, 0.02491], [2.87563, 0.89968, 1.89377], [3.41621, -0.26986, 2.46779], [4.24368, -0.65156, 1.85411], [2.40192, -1.41650, 2.69711], [2.70260, -2.59273, 1.97832], [2.01942, -2.81215, 0.75993], [2.96100, -2.68588, -0.45234], [2.32886, -3.05758, -1.65911], [1.51966, -2.05840, -2.24667], [2.34909, -1.00704, -3.02154], [2.30534, 0.29511, -2.48470], [1.07646, 0.95821, -2.70186], [1.16355, 2.38020, -2.14767], [2.08140, 2.85592, -2.49531], [0.29567, 2.94040, -2.50327], [0.25186, 0.43785, -2.20165], [0.86709, 0.99894, -3.78266], [2.02801, -0.97825, -4.07306], [3.40192, -1.30044, -2.99129], [0.90291, -1.55633, -1.49429], [0.86350, -2.59999, -2.93167], [3.36240, -1.66937, -0.52268], [3.79186, -3.38525, -0.32352], [1.63572, -3.83927, 0.78454], [1.16734, -2.13288, 0.66121], [2.43504, -1.71061, 3.75074], [1.38786, -1.06637, 2.47580], [3.82010, 0.06168, 3.42766], [1.90366, 0.19174, 0.19696], [-3.16923, -2.11971, 1.86855], [-5.47815, -2.53892, 1.03539], [-7.47489, -0.44289, -0.47994], [-6.84212, -1.08159, -1.99216], [-7.16105, -2.17164, -0.63370]], "e_above_lowest_kcal_mol": 9.3, "largest_force_ev_per_a": 0.7, "e_homo_ev": -8.95, "smiles": "Cc1ccc(S(=O)(=O)N[C@H](C)C(=O)N2CCOCCOCCOCCOCC2)cc1"}